(1)
Here is a structure of composition C33H13F15GeN5O5PbS2 from OMol25. Energies are from wB97M-V/def2-TZVPD.

## Properties
Charge: -1
Energy relative to the best compared isomer or geometry (same formula, charge and spin) (kcal per mole): 1.0
Frontier orbital gap (eV): 7.570
LUMO level (eV): 2.027
HOMO energy (eV): -5.543

Cartesian coordinates (Å):
Pb 0.1311 -0.0674 -0.3680
C -2.2469 -3.0559 2.4806
C -2.2163 -1.7583 1.7249
N -1.5107 -0.7389 2.0206
N -0.6463 -0.7918 3.0699
C 0.2917 0.2076 3.1847
N 1.3715 -0.1677 3.9162
S 0.1245 1.7301 2.5567
C -2.9827 -1.6529 0.4472
C -3.8197 -2.6735 0.0118
C -4.4162 -2.5642 -1.2353
C -4.1562 -1.4520 -2.0143
C -3.3063 -0.4794 -1.5024
N -2.7486 -0.5701 -0.3026
H -1.8356 -2.9563 3.4835
H -3.2723 -3.4067 2.5922
H -1.6851 -3.8176 1.9345
H -0.3502 -1.7079 3.3811
H 1.6379 -1.1422 3.9109
H 2.1390 0.4822 3.8567
H -3.9883 -3.5552 0.6123
H -5.0613 -3.3545 -1.5977
H -4.5733 -1.3426 -3.0056
H -3.0311 0.3914 -2.0874
O 5.1595 2.8346 -3.2908
C 4.1503 2.1567 -2.6898
C 4.3461 1.4141 -1.5288
C 3.2667 0.7400 -0.9930
N 2.0615 0.8179 -1.5497
C 1.8588 1.5376 -2.6515
C 2.8888 2.2178 -3.2692
C 0.4138 1.5878 -3.1756
O 0.2114 2.2314 -4.1964
O -0.4330 0.9567 -2.4595
C 3.4028 -0.1508 0.2525
O 4.4976 -0.1734 0.8070
O 2.3479 -0.7907 0.5702
H 5.9869 2.6394 -2.8368
H 5.3092 1.3354 -1.0375
H 2.6978 2.7825 -4.1699
F 0.7400 -2.7695 1.7842
C 1.7609 -3.6332 1.8297
C 2.3350 -4.1330 0.6809
C 3.3296 -5.0775 0.8680
F 3.9373 -5.6327 -0.1919
C 3.7626 -5.4890 2.1154
F 4.7292 -6.4018 2.2438
C 3.1844 -4.9368 3.2442
F 3.5859 -5.3060 4.4603
C 2.1773 -4.0066 3.0927
F 1.5981 -3.4566 4.1796
Ge 1.7738 -3.5824 -1.1412
S -0.1688 -2.7053 -1.3287
C 1.6994 -5.3614 -2.0393
C 0.8470 -6.3153 -1.5085
F 0.1370 -6.0395 -0.4018
C 0.6917 -7.5769 -2.0521
F -0.1370 -8.4704 -1.5010
C 1.4117 -7.9144 -3.1828
F 1.2775 -9.1255 -3.7272
C 2.2751 -6.9934 -3.7434
F 2.9790 -7.3246 -4.8303
C 2.4043 -5.7407 -3.1673
F 3.2712 -4.9040 -3.7544
C 3.2672 -2.5870 -1.9728
C 4.5304 -2.4624 -1.4143
F 4.8195 -3.0095 -0.2307
C 5.5547 -1.7776 -2.0430
F 6.7557 -1.6545 -1.4719
C 5.3221 -1.1894 -3.2703
F 6.2981 -0.5038 -3.8722
C 4.0761 -1.2861 -3.8603
F 3.8587 -0.7223 -5.0500
C 3.0761 -1.9828 -3.2056
F 1.9011 -2.0896 -3.8318



(2)
Here is a structure of composition C33H20AuBrN4O2S2 in a non-equilibrium geometry from OMol25. Energies are from wB97M-V/def2-TZVPD.

## Properties
Charge: +2
Energy relative to the best compared isomer or geometry (same formula, charge and spin) (kcal per mole): 0.0
Frontier orbital gap (eV): 3.930
LUMO level (eV): -9.102
HOMO energy (eV): -13.033

Cartesian coordinates (Å):
Au 0.1321 -0.1042 -0.0453
S 0.3088 5.1648 -4.9889
C 1.5053 4.8625 -6.1524
C 2.1882 3.6905 -5.9218
C 1.7370 3.0230 -4.7846
C 0.7038 3.6829 -4.1378
C -0.0042 3.2979 -2.9533
C 0.3247 2.1017 -2.2681
N -0.2884 1.7073 -1.1867
C -1.2919 2.4405 -0.6611
C -1.7004 3.6572 -1.2621
C -2.7595 4.4001 -0.6536
C -3.3712 3.9631 0.4731
C -2.9831 2.7393 1.1008
C -3.5800 2.2462 2.2631
C -3.1464 1.0410 2.8185
C -2.0964 0.3692 2.1504
N -1.5353 0.8226 1.0647
C -1.9363 1.9831 0.5154
C -3.7073 0.4687 4.0053
C -3.3475 -0.7130 4.6350
C -4.1045 -0.9768 5.7746
C -5.0428 -0.0035 6.0233
S -5.0143 1.2441 4.8726
C -1.0371 4.0710 -2.4175
H 1.6629 5.5509 -6.9615
H 2.9820 3.3263 -6.5481
H 2.1576 2.0908 -4.4571
H 1.1115 1.4521 -2.6151
H -3.0567 5.3278 -1.1188
H -4.1692 4.5342 0.9231
H -4.3781 2.8034 2.7320
H -1.7124 -0.5642 2.5270
H -2.5656 -1.3650 4.2918
H -3.9706 -1.8448 6.3930
H -5.7419 0.0225 6.8376
H -1.3233 4.9941 -2.8995
N 0.2015 -1.5703 1.4060
C 0.4253 -2.5938 1.8925
C 0.5944 -3.7509 2.6347
C -0.4958 -4.6108 2.8444
C -0.3417 -5.7018 3.6745
C 0.8782 -5.9472 4.2945
C 1.9669 -5.1191 4.0500
C 1.8379 -4.0211 3.2238
H -1.4369 -4.4160 2.3524
H -1.1756 -6.3662 3.8376
H 0.9821 -6.7902 4.9632
H 2.9216 -5.3308 4.5042
H 2.6737 -3.3719 3.0173
Br 4.5890 0.3441 -5.7830
C 4.4382 -0.9624 -4.4351
C 5.2652 -2.0870 -4.4147
N 5.1427 -2.9798 -3.4685
C 4.2666 -2.8972 -2.5000
C 3.4001 -1.8048 -2.4467
C 3.4954 -0.8318 -3.4276
C 2.3654 -1.6669 -1.3281
O 2.3115 -2.4820 -0.4361
O 1.6430 -0.6285 -1.4879
H 6.0212 -2.2532 -5.1690
H 4.2434 -3.6887 -1.7639
H 2.8372 0.0213 -3.4023



(3)
Here is a cluster of 2 separate species, C33H20BF9 in total in a non-equilibrium geometry from OMol25. Energies are from wB97M-V/def2-TZVPD.

## Properties
SMILES: Fc1cc(F)c(B(c2c(F)cc(F)cc2F)c2c(F)cc(F)cc2F)c(F)c1.C(=C\c1ccccc1)/Cc1ccccc1
Charge: 0
Frontier orbital gap (eV): 7.164
LUMO level (eV): -1.235
HOMO energy (eV): -8.399

Cartesian coordinates (Å):
F -0.6836 -3.7623 5.5241
C -0.7174 -2.7404 4.6139
C -1.7171 -1.7400 4.7085
C -1.6363 -0.6501 3.8021
F -2.4764 0.3999 4.0874
C -0.7829 -0.5872 2.6817
B -0.7214 0.5289 1.6091
C -1.9174 1.4930 1.4531
C -3.2479 1.0693 1.1937
F -3.4299 -0.3016 1.0814
C -4.3766 1.8841 1.0508
C -4.1878 3.2641 1.2694
F -5.3234 4.0484 1.2492
C -2.9789 3.7795 1.7092
C -1.9038 2.8642 1.8239
F -0.8436 3.3455 2.5647
C 0.6323 1.1969 1.4877
C 1.0878 1.8751 0.3563
F 0.2148 2.0274 -0.6846
C 2.3593 2.4177 0.1951
C 3.2216 2.3254 1.2988
F 4.4747 2.9225 1.1566
C 2.8316 1.8036 2.5314
C 1.5263 1.2930 2.5951
F 1.1303 0.9548 3.8778
H -0.5517 -0.2553 -0.2512
C 0.1704 -1.6553 2.7031
F 1.0187 -1.7414 1.6267
C 0.2107 -2.7244 3.5642
H -2.5001 -1.7955 5.4806
H -5.3825 1.5026 0.9138
H -2.9448 4.8186 2.0998
H 2.6984 2.9697 -0.6641
H 3.5014 1.8924 3.4308
H 0.9035 -3.5345 3.4019
C 2.0280 -1.1268 -1.4300
C 3.2722 -1.1619 -2.2378
C 4.4710 -1.5017 -1.5786
C 5.6376 -1.6545 -2.3243
C 5.6210 -1.4690 -3.7063
C 4.4362 -1.0711 -4.3571
C 3.2671 -0.8918 -3.6178
C 0.7926 -0.9631 -1.9081
C -0.5059 -0.9250 -1.0753
C -1.6780 -0.8586 -2.0757
C -2.6642 0.0664 -1.8032
C -3.8186 0.1919 -2.5527
C -4.0066 -0.5838 -3.6969
C -2.9886 -1.4941 -4.0477
C -1.8375 -1.6353 -3.2473
H 2.1543 -1.2287 -0.3488
H 4.4448 -1.6770 -0.5158
H 6.5561 -1.9631 -1.8204
H 6.5229 -1.6352 -4.2934
H 4.4134 -0.9316 -5.4431
H 2.3274 -0.5837 -4.1274
H 0.6555 -0.9393 -2.9872
H -0.5634 -1.7754 -0.3560
H -2.4719 0.6925 -0.9475
H -4.5904 0.8835 -2.2399
H -4.9221 -0.4709 -4.3085
H -3.1235 -2.1109 -4.9441
H -1.0875 -2.3704 -3.5508



(4)
Here is a structure of composition C33H20Br2Cl5N2O2S3Y from OMol25. Energies are from wB97M-V/def2-TZVPD.

## Properties
Charge: -2
Energy relative to the best compared isomer or geometry (same formula, charge and spin) (kcal per mole): 5.7
Frontier orbital gap (eV): 5.478
LUMO level (eV): 3.675
HOMO energy (eV): -1.804

Cartesian coordinates (Å):
Y 0.6475 -0.0387 -0.8126
O 2.7689 -3.5043 1.1494
C 3.6951 -2.9466 1.9422
C 4.7283 -3.7515 2.4167
C 5.7097 -3.2239 3.2425
C 5.6864 -1.8832 3.6021
C 4.6518 -1.0857 3.1228
C 3.6470 -1.5931 2.3133
C 2.5003 -0.7027 1.8728
O 1.9345 -1.0648 0.7100
N 1.4658 -0.7813 2.9770
N 0.2048 -0.8551 2.6639
C -0.7083 -0.9712 3.5546
C -2.1128 -1.0321 3.1438
Br -2.4194 -1.3328 1.3146
C -3.1815 -0.9310 3.9392
C -3.1628 -0.6221 5.3863
C -2.3315 0.3581 5.9301
C -2.3543 0.6369 7.2898
C -3.2182 -0.0477 8.1337
C -4.0675 -1.0092 7.6020
C -4.0400 -1.2882 6.2435
H 2.2257 -2.7655 0.7694
H 4.7450 -4.7900 2.1112
H 6.5091 -3.8664 3.5940
H 6.4633 -1.4627 4.2273
H 4.6242 -0.0283 3.3715
H 2.8660 0.3372 1.8525
H 1.7627 -0.8715 3.9430
H -0.4821 -1.0244 4.6204
H -4.1575 -1.0971 3.5003
H -1.6799 0.9195 5.2724
H -1.7001 1.4036 7.6864
H -3.2359 0.1736 9.1936
H -4.7532 -1.5463 8.2462
H -4.7015 -2.0426 5.8329
S -0.1103 -2.9673 -4.7372
C 0.2235 -1.9612 -3.4391
S -0.1453 -2.4599 -1.7845
S 0.9465 -0.3957 -3.6089
Br -0.1677 2.0861 1.5605
C -1.4502 3.0448 0.5397
C -1.8834 4.2308 1.0514
C -2.8784 4.9534 0.3527
C -3.3964 4.4448 -0.8015
C -2.9444 3.2075 -1.3272
C -3.5010 2.6774 -2.5198
C -3.0669 1.4759 -2.9913
C -2.0432 0.7648 -2.3137
C -1.4085 1.2301 -1.1816
C -1.9222 2.4654 -0.6725
H -1.4741 4.6075 1.9786
H -3.2266 5.9011 0.7453
H -4.1688 4.9816 -1.3426
H -4.2709 3.2422 -3.0361
H -3.4910 1.0606 -3.8991
H -1.7414 -0.1824 -2.7473
Cl 3.8119 -1.0741 -1.7052
C 3.8486 0.6720 -1.5884
C 2.6789 1.3691 -1.2798
C 2.8119 2.7449 -1.3491
Cl 1.3764 3.7497 -1.1551
C 4.0087 3.4141 -1.6138
Cl 4.0963 5.1503 -1.6596
C 5.1572 2.6703 -1.8505
Cl 6.6698 3.4625 -2.1612
C 5.0766 1.2811 -1.8532
Cl 6.5004 0.3495 -2.1947



(5)
Here is a structure of composition C33H20N9O9SeW in a non-equilibrium geometry from OMol25. Energies are from wB97M-V/def2-TZVPD.

## Properties
⟨S²⟩: 2.036
Charge: -1
Energy relative to the best compared isomer or geometry (same formula, charge and spin) (kcal per mole): 29.4
Frontier orbital gap (spin up / spin down) (eV): 5.203 / 5.862
LUMO level (spin up / spin down) (eV): 0.984 / 0.701
2S+1: 3
HOMO energy (spin up / spin down) (eV): -4.218 / -5.162

Cartesian coordinates (Å):
W -0.2816 0.1082 -0.0999
C -3.9547 -2.4509 -0.1284
C -2.5792 -1.8947 -0.2365
N -2.2467 -0.7057 0.1330
N -3.2233 0.1700 0.5676
C -2.7215 1.3703 0.6202
O -1.5152 1.6851 0.2481
C -3.5514 2.4710 1.1641
C -3.0087 3.7476 1.2511
C -3.7607 4.7795 1.7918
C -5.0490 4.5382 2.2435
C -5.5909 3.2621 2.1567
C -4.8444 2.2280 1.6191
C -1.4993 -2.6846 -0.8616
C -1.6530 -4.0054 -1.2430
C -0.5873 -4.6408 -1.8655
C 0.5822 -3.9433 -2.0772
C 0.6770 -2.6186 -1.6704
N -0.3473 -2.0048 -1.0819
H -4.6450 -1.7014 0.2444
H -3.9394 -3.3011 0.5581
H -4.2898 -2.8116 -1.1018
H -1.9989 3.9175 0.9049
H -3.3352 5.7714 1.8682
H -5.6310 5.3433 2.6740
H -6.5935 3.0721 2.5171
H -5.2462 1.2270 1.5590
H -2.5818 -4.5260 -1.0700
H -0.6863 -5.6669 -2.1910
H 1.4263 -4.3965 -2.5765
H 1.5666 -2.0318 -1.8252
O 1.7546 2.9634 5.3067
C 1.2612 2.4246 4.3531
C -0.1146 1.7472 4.3122
O -0.9180 1.7055 5.2102
C -0.2366 1.1807 2.9387
C 0.9039 1.5285 2.2141
O 1.0436 1.1260 0.9562
C 1.8883 2.2666 2.9641
O 2.9755 2.6894 2.6246
O -1.1861 0.5082 2.4616
N -1.2178 0.2229 -2.0705
C -1.1901 -0.1752 -3.1703
N -1.1775 -0.5574 -4.3860
C -1.5066 -1.8205 -4.6200
N -1.7790 -2.9128 -4.8889
O 4.0517 -0.2449 -1.5416
C 3.9187 0.8690 -2.2766
C 5.0569 1.2873 -2.9727
C 5.0313 2.4362 -3.7357
C 3.8801 3.2139 -3.8249
C 2.7532 2.8097 -3.1410
C 2.7481 1.6370 -2.3839
C 1.5082 1.2606 -1.6919
O 0.5823 2.0199 -1.4010
O 1.3889 0.0058 -1.3299
H 3.2463 -0.4511 -1.0167
H 5.9544 0.6912 -2.8842
H 5.9273 2.7379 -4.2643
H 3.8699 4.1198 -4.4148
H 1.8393 3.3883 -3.1764
Se -0.7846 -2.2881 2.4865
N 0.5088 -3.3876 3.0107
C 1.6304 -3.0451 2.3506
C 2.8712 -3.6617 2.5555
C 3.9485 -3.2469 1.7989
C 3.7579 -2.2443 0.8506
N 2.5928 -1.6354 0.6247
C 1.5490 -1.9967 1.3746
N 0.3155 -1.4402 1.2437
H 2.9460 -4.4415 3.3015
H 4.9295 -3.6828 1.9252
H 4.5867 -1.9146 0.2355



(6)
Here is a structure of composition C33H21Br2CaCl5N4O in a non-equilibrium geometry from OMol25. Energies are from wB97M-V/def2-TZVPD.

## Properties
Charge: 0
Energy relative to the best compared isomer or geometry (same formula, charge and spin) (kcal per mole): 0.0
Frontier orbital gap (eV): 6.815
LUMO level (eV): -0.544
HOMO energy (eV): -7.359

Cartesian coordinates (Å):
Ca -1.1220 0.1617 0.7030
C -0.0904 2.3493 3.5171
C 1.0070 2.1952 2.4992
C 2.3484 2.3305 2.8440
C 3.3193 2.1772 1.8802
C 2.9413 1.9300 0.5658
C 1.5984 1.8043 0.2953
N 0.6436 1.8990 1.2465
C 1.1179 1.5039 -1.1011
C 1.7167 2.0399 -2.2276
C 1.1925 1.7054 -3.4649
C 0.1344 0.8155 -3.5556
C -0.3849 0.2856 -2.3877
N 0.0741 0.6791 -1.1960
C -1.4514 -0.7845 -2.3782
C -1.6928 -1.5344 -3.5079
C -2.6547 -2.5323 -3.4443
C -3.3199 -2.7505 -2.2588
C -3.0078 -1.9773 -1.1460
C -3.7064 -2.1864 0.1733
N -2.0867 -1.0087 -1.2095
H 0.0014 3.3142 4.0172
H -0.0316 1.5659 4.2743
H -1.0695 2.3022 3.0429
H 2.6113 2.5272 3.8757
H 4.3686 2.2383 2.1427
H 3.6759 1.7934 -0.2173
H 2.5480 2.7249 -2.1323
H 1.6099 2.1391 -4.3649
H -0.2768 0.5482 -4.5185
H -1.1342 -1.3629 -4.4164
H -2.8697 -3.1389 -4.3157
H -4.0682 -3.5276 -2.1730
H -4.5975 -1.5567 0.2353
H -3.0835 -1.9358 1.0321
H -4.0087 -3.2267 0.2879
C 2.3640 -2.1095 -3.3277
C 2.8900 -1.9355 -1.9242
C 4.2945 -1.9313 -1.7046
C 4.7780 -1.7784 -0.4457
C 3.8792 -1.6267 0.6398
C 4.2877 -1.4627 1.9914
Br 6.1217 -1.3740 2.4577
C 3.3599 -1.3392 2.9752
C 1.9869 -1.3380 2.6573
Br 0.7623 -1.1070 4.0827
C 1.5014 -1.4488 1.3626
O 0.2448 -1.3422 1.0727
C 2.5023 -1.6332 0.3307
N 2.0352 -1.7844 -0.9502
H 2.8977 -2.9077 -3.8498
H 2.4970 -1.1971 -3.9176
H 1.3009 -2.3512 -3.3004
H 4.9706 -2.0588 -2.5432
H 5.8440 -1.7738 -0.2569
H 3.6660 -1.2152 4.0049
Cl -3.4091 -0.3489 3.6770
C -4.0287 0.8353 2.4970
C -3.2185 1.1470 1.4288
C -3.7550 2.0583 0.5512
Cl -2.7442 2.5113 -0.8734
C -5.0080 2.6484 0.6774
Cl -5.5918 3.7823 -0.4868
C -5.7853 2.2931 1.7792
Cl -7.3473 2.9900 1.9946
C -5.2949 1.3710 2.7091
Cl -6.2531 0.9197 4.0744



(7)
Here is a structure of composition C33H22BrClN6O4Ru from OMol25. Energies are from wB97M-V/def2-TZVPD.

## Properties
⟨S²⟩: 6.034
Charge: +2
Energy relative to the best compared isomer or geometry (same formula, charge and spin) (kcal per mole): 18.4
Frontier orbital gap (spin up / spin down) (eV): 6.200 / 4.927
LUMO level (spin up / spin down) (eV): -6.841 / -9.608
2S+1: 5
HOMO energy (spin up / spin down) (eV): -13.041 / -14.535

Cartesian coordinates (Å):
Ru -0.4102 -1.2235 1.0603
C 5.1696 -1.8799 0.5612
C 3.9369 -1.7711 1.4119
C 3.9733 -1.9080 2.7971
C 2.8145 -1.8109 3.5602
C 1.6560 -1.5701 2.8734
Br -0.0617 -1.4532 3.6910
N 1.5835 -1.4178 1.5525
C 2.7027 -1.5297 0.8263
H 6.0037 -2.2822 1.1309
H 5.4645 -0.8982 0.1872
H 4.9975 -2.5299 -0.2961
H 4.9156 -2.1065 3.2921
H 2.8169 -1.9326 4.6337
H 2.5939 -1.4393 -0.2465
N 4.8385 4.9589 -5.0926
C 4.1966 4.2899 -4.4171
C 3.3907 3.4492 -3.5672
C 2.0554 3.7672 -3.3390
C 1.2875 2.9556 -2.5200
C 1.8428 1.8279 -1.9206
C 3.1793 1.5175 -2.1579
C 3.9541 2.3208 -2.9775
C 1.0089 0.9545 -1.0486
C 0.5596 -0.2860 -1.5583
C 0.6950 -0.7782 -2.9128
C 0.0244 -1.9788 -2.9955
C -0.5065 -2.2424 -1.7391
N -0.1624 -1.2086 -0.8546
C 0.5526 1.4323 0.1777
C 0.7783 2.7363 0.7557
C 0.0415 2.8115 1.9372
C -0.5982 1.6092 2.0973
N -0.2600 0.7306 1.0417
H 1.6254 4.6423 -3.8064
H 0.2453 3.1981 -2.3500
H 3.6219 0.6428 -1.6953
H 4.9933 2.0852 -3.1613
H 1.2121 -0.2584 -3.7032
H -0.0856 -2.6042 -3.8657
H -1.0864 -3.0897 -1.4142
H 1.3987 3.5021 0.3190
H -0.0340 3.6585 2.5987
H -1.3043 1.3127 2.8556
O -4.6017 -5.2487 1.3921
C -5.1353 -4.0726 1.1037
O -6.2999 -3.9104 0.8950
C -4.2024 -2.8860 1.0291
C -4.6280 -1.5695 0.8050
Cl -6.1669 -0.9482 0.5868
N -3.5481 -0.7656 0.7423
N -2.4331 -1.5002 0.9431
C -2.8216 -2.7773 1.0957
C -1.7094 -3.7652 1.2732
O -1.9123 -4.9313 1.4893
O -0.5161 -3.2235 1.1368
C -3.4964 0.6625 0.5836
C -2.9328 1.1836 -0.5694
C -2.8829 2.5596 -0.7246
C -3.4044 3.3904 0.2601
C -3.9785 2.8488 1.4034
C -4.0273 1.4726 1.5735
H -3.6240 -5.2240 1.4899
H -2.5674 0.5196 -1.3446
H -2.4659 2.9841 -1.6280
H -3.3842 4.4636 0.1267
H -4.4024 3.4951 2.1595
H -4.4801 1.0386 2.4561



So what do the calculations give for total energy? Going down the list: -6479.66365, -5144.55771, -2193.10029, -10211.57277, -4908.18745, -9691.18804, -5028.73007 hartree.